Record 1
ORCA calculation (ωB97M-V/def2-TZVPD) on a molecular structure, C12H10BrCoF3O2 at a distorted geometry.

```
29
Properties=species:S:1:pos:R:3
C 0.86257 2.45122 -0.08302
C -0.33365 2.75967 0.61814
C -0.27980 2.11542 1.90180
H -1.13168 3.36920 0.19833
C 0.94864 1.34951 1.94568
C 1.62626 1.54116 0.67993
H 2.63566 1.20877 0.42386
H 1.17414 2.86829 -1.04222
H -1.08255 2.13486 2.64296
H 1.36754 0.82051 2.79999
Co -0.21088 0.72902 0.52909
Br -2.48095 0.46569 -0.72457
C -0.11949 -1.47168 -2.13208
C 1.22809 -1.17801 -1.83452
C 1.48711 0.18152 -2.24478
H 1.93289 -1.82725 -1.31810
C 0.30250 0.70825 -2.80653
C -0.67783 -0.33710 -2.81655
H -1.66367 -0.29022 -3.26066
H -0.64385 -2.40433 -1.96004
H 2.41644 0.72164 -2.05046
H 0.11710 1.72826 -3.14538
F -2.50702 -3.14288 2.55001
C -1.23960 -3.13583 2.04610
F -0.39322 -3.72226 2.95486
F -1.23773 -3.87024 0.89647
C -0.81185 -1.62371 1.80784
O -0.96994 -0.84732 2.75868
O -0.31523 -1.30215 0.66518
```

Properties
- Expectation value of S²: 6.02
- E_HOMO (spin up / spin down): -4.32 / -4.63 eV
- Total charge: -1
- Multiplicity: 5

Record 2
ORCA calculation (ωB97M-V/def2-TZVPD) on a molecular structure, C12H10CaClF3O2 at a distorted geometry.

```
29
Properties=species:S:1:pos:R:3
C -2.79255 -1.26889 -0.74358
C -1.88524 -1.45848 -1.83224
C -1.39230 -0.18433 -2.21388
H -1.67148 -2.40388 -2.33239
C -1.88351 0.78354 -1.30515
C -2.72351 0.11717 -0.36160
H -3.28017 0.57992 0.45468
H -3.44201 -2.02530 -0.29128
H -0.80222 0.02644 -3.10607
H -1.73120 1.86203 -1.37856
Ca -1.16940 -1.35893 1.24344
Cl 0.41006 -3.26539 1.20248
C 3.11441 -0.03288 -0.49546
C 2.50976 1.16214 -0.99488
C 1.77005 0.81418 -2.16892
H 2.58237 2.16041 -0.56076
C 2.06360 -0.54628 -2.48861
C 2.85921 -1.08374 -1.42974
H 3.09897 -2.13472 -1.30270
H 3.58019 -0.14607 0.47979
H 1.21003 1.51058 -2.80004
H 1.84135 -1.03632 -3.44092
F -0.84747 1.51006 5.30532
C -0.11517 1.49286 4.16804
F -0.00125 2.78348 3.70660
F 1.13862 1.05183 4.47794
C -0.70870 0.59612 3.02803
O -1.88017 0.10468 3.07182
O 0.14773 0.38976 2.10866
```

Properties
- E_HOMO: 0.33 eV
- Total charge: -2
- Multiplicity: 1

Record 3
ORCA calculation (ωB97M-V/def2-TZVPD) on a single C12H10Cl2N2OS2 molecule at a distorted geometry.

```
29
Properties=species:S:1:pos:R:3
C -5.77315 0.04249 0.63154
C -4.23481 0.30824 0.29125
C -3.37109 1.18946 0.97007
N -2.20225 1.14354 0.50310
C -2.06951 0.28680 -0.67884
N -1.00166 0.22297 -1.19946
C 0.24475 0.62907 -0.83336
O 1.19429 0.49839 -1.89871
C 0.45210 1.59883 0.15418
H -0.07426 1.15296 1.05359
H 0.14675 2.80290 0.06298
S 2.14651 1.80392 0.65701
C 3.01497 -0.02231 0.22696
C 4.33308 0.29333 -0.08951
C 4.98997 -0.95477 -0.61343
C 4.30650 -2.20178 -0.25843
C 3.12174 -2.41197 0.15419
C 2.37376 -1.15273 0.55761
Cl 0.93008 -1.19422 1.07180
H 2.56461 -3.15699 0.32346
H 4.85299 -3.07168 -0.76521
H 5.89363 -0.76071 -0.69281
Cl 5.09538 1.84152 -0.18949
H -1.08687 -0.20386 -1.91611
S -3.54810 -0.21627 -1.30258
H -3.69661 1.67754 1.87185
H -6.13799 0.39124 1.43470
H -6.39428 0.52475 -0.33118
H -6.07049 -1.06065 0.80483
```

Properties
- E_HOMO: -7.64 eV
- Total charge: 0
- Multiplicity: 1
- SMILES: Cc1cnc(NC(=O)CSc2c(Cl)cccc2Cl)s1